[1]
Molecular formula: C28H33IrN8O4S
Method: DFT, ωB97M-V with the def2-TZVPD basis set

The geometry in XYZ format:
```
75
Properties=species:S:1:pos:R:3
Ir -0.186 0.109 -0.133
C -2.477 -0.827 1.892
O -1.306 -0.020 1.648
C -0.556 0.437 2.734
C -0.971 0.299 4.044
C -0.165 0.810 5.054
C 1.031 1.445 4.754
C 1.439 1.577 3.438
C 0.644 1.074 2.419
N 0.987 1.162 1.036
N 1.927 1.931 0.727
C 2.336 2.108 -0.560
C 1.887 1.382 -1.689
O 0.989 0.420 -1.703
C 2.469 1.657 -2.957
C 3.424 2.609 -3.102
C 3.894 3.379 -2.001
C 4.878 4.371 -2.179
C 5.319 5.110 -1.115
C 4.780 4.873 0.158
C 3.818 3.912 0.354
C 3.355 3.137 -0.724
H -3.215 -0.232 2.427
H -2.199 -1.710 2.465
H -2.843 -1.104 0.911
H -1.898 -0.196 4.291
H -0.479 0.701 6.083
H 1.653 1.832 5.549
H 2.372 2.058 3.185
H 2.103 1.083 -3.799
H 3.842 2.803 -4.082
H 5.276 4.540 -3.172
H 6.073 5.873 -1.251
H 5.124 5.459 1.000
H 3.412 3.751 1.342
C 4.454 -3.424 0.471
N 3.120 -2.982 0.852
C 2.361 -2.182 0.117
N 2.845 -1.646 -0.992
S 0.721 -1.961 0.615
H 4.800 -4.144 1.205
H 5.156 -2.589 0.457
H 4.435 -3.909 -0.506
H 2.718 -3.317 1.712
H 3.810 -1.753 -1.257
H 2.231 -1.066 -1.555
N -2.626 4.870 0.606
C -2.204 3.936 -0.271
C -1.547 2.765 0.157
N -1.160 1.853 -0.724
C -1.394 2.057 -2.030
C -2.038 3.217 -2.420
N -2.442 4.145 -1.566
H -2.366 4.841 1.575
H -3.013 5.723 0.238
H -1.336 2.583 1.203
H -1.051 1.301 -2.722
H -2.228 3.404 -3.470
O -0.911 -1.111 -3.254
C -1.681 -1.394 -2.343
O -1.666 -1.009 -1.130
C -2.873 -2.305 -2.672
N -2.721 -2.678 -4.128
C -3.926 -2.162 -4.874
C -5.003 -2.121 -3.804
C -4.242 -1.616 -2.577
H -2.824 -3.211 -2.071
H -2.616 -3.682 -4.249
H -1.837 -2.203 -4.406
H -4.132 -2.807 -5.724
H -3.674 -1.165 -5.232
H -5.405 -3.121 -3.630
H -5.829 -1.473 -4.089
H -4.740 -1.854 -1.641
H -4.116 -0.533 -2.625
```

Results
ΔE to the lowest compared entry with this formula, charge and spin, kcal/mol: 0.0
Total charge: +2
Calculated total energy, hartree: -2327.94209
E_LUMO, eV: -5.586

[2]
Molecular formula: C10H82O31
Method: DFT, ωB97M-V with the def2-TZVPD basis set

The geometry in XYZ format:
```
123
Properties=species:S:1:pos:R:3
O -13.494 -8.173 17.528
H -12.563 -8.387 17.470
H -13.691 -7.734 16.700
O -1.894 -6.094 15.506
H -2.158 -6.748 16.154
H -1.255 -5.548 15.964
O -9.427 -7.852 20.243
H -9.418 -8.253 21.112
H -8.630 -8.174 19.822
O -6.404 -9.280 20.132
H -6.630 -9.831 19.382
H -6.396 -9.881 20.877
O -6.901 -3.187 16.241
H -5.998 -3.489 16.140
H -6.997 -2.495 15.586
O -4.199 -10.801 17.243
H -3.969 -10.200 16.534
H -3.358 -11.056 17.623
O -3.875 -9.252 14.946
H -4.349 -9.954 14.500
H -3.512 -8.721 14.238
O -8.218 -9.407 12.938
H -8.905 -9.890 12.480
H -8.266 -8.522 12.579
O -6.529 -11.825 18.193
H -5.813 -11.506 17.645
H -7.278 -11.886 17.599
O -9.014 -4.601 16.600
H -8.156 -4.178 16.640
H -9.034 -5.177 17.365
O -5.588 -10.548 12.943
H -5.146 -10.390 12.109
H -6.479 -10.226 12.807
O -2.493 -8.139 17.053
H -3.147 -8.297 17.734
H -2.884 -8.501 16.257
O -10.986 -8.763 16.237
H -10.922 -7.976 15.697
H -10.077 -9.002 16.420
O -1.139 -8.093 13.369
H -0.525 -8.353 14.056
H -1.499 -7.260 13.672
O -5.087 -3.938 12.579
H -4.644 -3.272 12.054
H -5.475 -3.451 13.307
O -10.375 -6.605 15.053
H -9.986 -6.825 14.206
H -9.896 -5.829 15.343
O -2.505 -3.882 19.696
H -3.415 -3.856 19.400
H -2.515 -3.439 20.545
O -4.184 -3.824 15.762
H -4.303 -4.023 16.691
H -3.576 -4.494 15.449
O -10.406 -2.775 15.397
H -11.162 -3.297 15.130
H -9.738 -3.420 15.629
O -5.298 -3.661 19.208
H -5.083 -3.275 20.057
H -5.973 -4.311 19.404
O -3.932 -7.729 19.955
H -4.684 -8.293 20.134
H -3.924 -7.103 20.679
O -3.632 -6.291 11.932
H -3.517 -5.364 11.724
H -4.044 -6.294 12.796
O -10.345 -11.354 12.323
H -10.176 -10.937 11.478
H -10.952 -12.066 12.123
O -7.327 -5.383 20.161
H -7.104 -5.971 20.883
H -8.251 -5.562 19.982
O -11.078 -11.577 15.194
H -11.054 -10.623 15.275
H -10.921 -11.743 14.265
O -10.055 -5.379 19.283
H -10.865 -5.294 18.780
H -10.091 -6.263 19.648
C -8.721 -5.072 12.191
C -9.252 -6.247 11.349
O -9.897 -7.222 12.156
H -8.002 -5.363 12.957
H -9.419 -4.429 12.728
H -8.172 -4.257 11.721
H -8.420 -6.675 10.791
H -10.011 -5.862 10.668
H -10.525 -7.712 11.619
C -6.525 -6.845 15.859
C -6.824 -7.957 16.876
O -7.961 -8.707 16.563
H -6.579 -7.229 14.840
H -5.577 -6.383 16.135
H -7.319 -6.123 16.047
H -7.002 -7.467 17.833
H -5.916 -8.560 16.886
H -7.655 -9.387 15.957
C -7.524 -14.139 15.219
C -7.316 -12.718 14.865
O -8.171 -11.850 15.636
H -8.553 -14.484 15.321
H -6.956 -14.248 16.143
H -7.024 -14.835 14.545
H -7.547 -12.464 13.830
H -6.281 -12.440 15.065
H -9.067 -11.748 15.308
C -3.802 -0.342 19.008
C -4.913 -0.211 17.915
O -5.009 -1.470 17.257
H -3.918 0.541 19.636
H -2.825 -0.332 18.526
H -3.870 -1.232 19.632
H -4.752 0.549 17.151
H -5.852 -0.032 18.438
H -5.494 -2.112 17.781
C -11.148 -11.181 19.067
C -9.722 -11.667 19.608
O -9.462 -13.002 19.497
H -11.436 -10.134 19.161
H -11.984 -11.782 19.425
H -11.069 -11.232 17.981
H -9.686 -11.389 20.661
H -8.989 -11.034 19.108
H -8.657 -13.127 20.005
```

Results
Calculated total energy, hartree: -2762.60636
E_LUMO, eV: -0.549

[3]
Molecular formula: C20H10CuF4N6O
Method: DFT, ωB97M-V with the def2-TZVPD basis set

The geometry in XYZ format:
```
42
Properties=species:S:1:pos:R:3
Cu -1.181 0.700 -0.557
C -0.750 2.392 -4.534
C -0.979 2.360 -3.052
O -1.059 1.281 -2.454
N -1.121 3.544 -2.431
C -1.468 3.699 -1.025
C -0.300 3.496 -0.087
C 0.469 4.560 0.350
C 1.546 4.316 1.187
C 1.818 3.013 1.567
C 0.994 2.006 1.100
N -0.046 2.234 0.291
H -0.238 1.481 -4.830
H -0.171 3.262 -4.841
H -1.717 2.425 -5.037
H -1.038 4.373 -2.995
H -2.268 3.000 -0.774
H -1.867 4.704 -0.902
H 0.225 5.567 0.041
H 2.162 5.133 1.540
H 2.650 2.776 2.214
H 1.164 0.973 1.377
F -3.233 -2.419 5.503
C -1.946 -2.359 5.208
C -1.054 -2.752 6.126
F -1.492 -3.189 7.289
C 0.387 -2.717 5.900
C 0.769 -2.222 4.580
C -0.127 -1.839 3.667
F 0.308 -1.396 2.488
C -1.562 -1.871 3.893
C -2.469 -1.481 2.962
C -2.112 -1.017 1.645
N -1.863 -0.607 0.603
C -3.894 -1.483 3.161
N -5.039 -1.511 3.239
F 2.050 -2.152 4.275
C 1.289 -3.101 6.831
C 0.929 -3.594 8.136
N 0.721 -3.974 9.199
C 2.715 -3.054 6.627
N 3.857 -2.996 6.529
```

Results
Total charge: +1
Calculated total energy, hartree: -3211.57827
E_LUMO (alpha / beta), eV: -5.803 / -5.802